Entry 1:
A structure of composition C19H24BN6O2S3SbSe4Zr, computed with ωB97M-V with the def2-TZVPD basis set.

Geometry as ORCA input:
```
! RIJCOSX wB97M-V def2-TZVPD def2/J DEFGRID3
* xyz -2 1
Zr -0.544 -0.357 0.708
B 1.319 -2.732 1.230
N 2.192 -1.528 1.675
C 3.495 -1.376 1.909
C 3.732 -0.043 2.216
C 2.477 0.561 2.124
N 1.557 -0.345 1.796
N 0.237 -2.957 2.300
C -0.117 -3.976 3.084
C -1.261 -3.611 3.778
C -1.552 -2.323 3.327
N -0.642 -1.945 2.431
H 1.970 -3.723 1.028
H 0.723 -2.352 0.236
H 4.161 -2.219 1.839
H 4.669 0.422 2.465
H 2.193 1.588 2.280
H 0.465 -4.883 3.095
H -1.811 -4.192 4.498
H -2.359 -1.655 3.579
O 0.592 -0.141 -0.969
C 1.391 0.590 -1.687
C 2.082 0.029 -2.777
C 2.911 0.802 -3.560
C 3.095 2.158 -3.283
C 2.433 2.717 -2.207
C 1.576 1.960 -1.405
C 0.882 2.551 -0.263
N 0.211 1.920 0.690
C -0.179 2.875 1.606
C 0.236 4.095 1.195
N 0.909 3.878 0.010
H 1.917 -1.022 -2.975
H 3.427 0.349 -4.398
H 3.755 2.762 -3.893
H 2.603 3.764 -1.979
H -0.722 2.632 2.503
H 0.082 5.067 1.627
H 1.283 4.584 -0.596
C -1.486 0.940 -3.193
S -2.278 1.026 -1.575
C -2.330 2.805 -1.324
H -0.582 1.550 -3.216
H -2.169 1.265 -3.979
H -1.207 -0.102 -3.353
H -3.082 3.265 -1.966
H -1.352 3.244 -1.527
H -2.619 2.982 -0.287
C -2.174 -5.089 -2.934
O -2.419 -4.172 -1.881
C -1.538 -3.168 -1.667
S -0.165 -3.023 -2.590
S -2.138 -2.180 -0.399
H -3.021 -5.772 -2.915
H -1.239 -5.627 -2.774
H -2.113 -4.576 -3.895
Se -5.433 1.612 4.451
Sb -3.617 2.766 3.403
Se -2.534 0.574 1.853
Se -1.797 3.396 4.867
Se -4.091 4.362 1.664
*
```

## Properties
* gap between HOMO and LUMO: 5.72 eV

***

Entry 2:
A cluster of 2 separate species, C4H9NO2 in total, computed with ωB97M-V with the def2-TZVPD basis set.

Geometry as ORCA input:
```
! RIJCOSX wB97M-V def2-TZVPD def2/J DEFGRID3
* xyz 0 1
C -2.451 -0.621 -0.046
C -0.611 0.764 -0.848
O -0.145 1.762 -0.346
C -0.915 -0.520 -0.129
C 2.402 -0.115 0.001
O 3.034 -1.138 -0.161
N 2.431 0.666 1.109
H -2.804 -0.295 0.935
H -2.809 -1.635 -0.233
H -2.925 0.032 -0.790
H -0.905 0.757 -1.921
H 1.719 0.293 -0.760
H -0.443 -0.511 0.858
H -0.494 -1.358 -0.699
H 3.074 0.439 1.852
H 1.841 1.482 1.177
*
```

## Properties
* gap between HOMO and LUMO: 10.66 eV
* SMILES: CCC=O.NC=O

***

Entry 3:
A structure of composition C18H14Br4NO5PdS2 at a distorted geometry, computed with ωB97M-V with the def2-TZVPD basis set.

Geometry as ORCA input:
```
! RIJCOSX wB97M-V def2-TZVPD def2/J DEFGRID3
* xyz -1 3
Pd 0.021 -0.155 -0.251
C 0.101 6.885 0.118
O 1.431 6.445 0.280
C 1.664 5.114 0.120
C 3.020 4.731 0.232
C 3.353 3.417 0.085
C 2.402 2.410 -0.207
C 2.815 1.046 -0.355
C 4.248 0.666 -0.009
O 2.101 0.112 -0.755
C 1.014 2.799 -0.338
O 0.062 2.017 -0.622
C 0.698 4.183 -0.134
H 0.134 7.971 0.182
H -0.551 6.494 0.904
H -0.302 6.591 -0.855
H 3.763 5.493 0.425
H 4.397 3.147 0.174
H 4.961 1.220 -0.621
H 4.374 -0.398 -0.205
H 4.461 0.881 1.040
H -0.349 4.440 -0.221
Br -3.644 0.182 6.048
C -3.119 0.004 4.243
C -4.086 0.023 3.216
Br -5.912 0.244 3.641
C -3.691 -0.113 1.902
Br -4.948 -0.125 0.491
C -2.327 -0.216 1.520
O -2.000 -0.326 0.304
C -1.318 -0.210 2.585
O -0.092 -0.284 2.310
C -1.784 -0.141 3.923
Br -0.453 -0.242 5.262
S 0.318 -2.598 -0.710
C 1.672 -2.669 0.255
N 1.796 -2.140 1.465
C 3.088 -2.165 2.118
C 3.996 -3.127 1.341
S 3.124 -3.533 -0.215
H 1.084 -1.476 1.793
H 2.961 -2.494 3.151
H 3.512 -1.158 2.139
H 4.172 -4.054 1.884
H 4.952 -2.676 1.088
*
```

## Properties
* ⟨S²⟩: 2.028
* gap between HOMO and LUMO (spin up / spin down): 6.18 / 5.35 eV

***

Entry 4:
The molecule C8H10OS3 at a distorted geometry, computed with ωB97M-V with the def2-TZVPD basis set.

Geometry as ORCA input:
```
! RIJCOSX wB97M-V def2-TZVPD def2/J DEFGRID3
* xyz 0 1
C 1.553 3.210 -0.721
C 0.942 1.947 -0.490
C 1.894 3.332 -1.994
C 0.862 1.077 -1.566
C -1.766 -1.679 1.797
C -0.458 -2.411 2.095
C -1.645 -0.805 0.423
C 0.350 -0.252 -1.666
O -0.019 -2.569 -0.796
S 1.466 1.887 -2.986
S 0.944 -1.291 1.757
S 0.062 -1.233 -0.283
H 1.572 4.052 -0.052
H 0.616 1.649 0.506
H 2.147 4.168 -2.607
H -2.692 -2.306 1.696
H -1.950 -0.990 2.544
H -0.521 -2.766 3.042
H -0.217 -3.259 1.340
H -2.413 -1.168 -0.256
H -1.776 0.180 0.518
H 1.049 -0.772 -2.300
*
```

## Properties
* gap between HOMO and LUMO (spin up / spin down): 7.02 / 7.02 eV
* SMILES: O=[S@@]1(=Cc2cccs2)CCCS1

***

Entry 5:
A structure of composition C29H28BrN10O4PSY, computed with ωB97M-V with the def2-TZVPD basis set.

Geometry as ORCA input:
```
! RIJCOSX wB97M-V def2-TZVPD def2/J DEFGRID3
* xyz 1 1
Y -1.003 0.362 -0.548
C 5.845 -0.630 -1.417
N 4.969 0.509 -1.199
C 5.366 1.810 -1.123
C 4.229 2.545 -0.905
N 3.147 1.726 -0.848
C 3.610 0.506 -1.023
P 2.637 -1.018 -1.053
C 1.445 -0.587 -2.370
N 0.515 0.364 -2.380
C -0.001 0.404 -3.648
C 0.637 -0.519 -4.417
N 1.546 -1.138 -3.605
C 2.398 -2.237 -4.040
C 1.719 -0.805 0.514
N 0.894 0.168 0.903
C 0.710 0.022 2.249
C 1.436 -1.047 2.684
N 2.059 -1.564 1.587
C 2.909 -2.749 1.593
H 6.856 -0.262 -1.567
H 5.543 -1.187 -2.302
H 5.839 -1.296 -0.556
H 6.399 2.094 -1.229
H 4.147 3.613 -0.791
H -0.780 1.094 -3.928
H 0.531 -0.785 -5.454
H 2.858 -1.980 -4.991
H 1.803 -3.141 -4.160
H 3.174 -2.417 -3.302
H 0.073 0.682 2.815
H 1.554 -1.482 3.660
H 2.807 -3.235 2.559
H 3.952 -2.478 1.439
H 2.589 -3.438 0.815
N -4.974 2.537 5.445
C -4.691 2.333 4.117
C -3.903 1.245 3.717
C -3.592 1.060 2.386
C -4.058 1.963 1.435
C -4.847 3.043 1.814
C -5.159 3.226 3.144
S -3.643 1.758 -0.246
O -4.660 2.330 -1.062
O -3.325 0.313 -0.425
N -2.163 2.317 -0.510
C -1.758 3.631 -0.410
N -0.459 3.789 -0.691
C 0.004 5.029 -0.620
C -0.803 6.104 -0.278
C -2.124 5.813 0.005
N -2.618 4.578 -0.053
H -4.860 1.764 6.076
H -5.727 3.162 5.674
H -3.558 0.533 4.456
H -3.029 0.184 2.083
H -5.207 3.729 1.061
H -5.777 4.064 3.442
H 1.056 5.162 -0.846
H -0.420 7.113 -0.231
H -2.821 6.593 0.291
Br 0.224 -8.279 -0.019
C -0.238 -6.453 -0.149
C -0.944 -5.856 0.886
C -1.267 -4.512 0.797
C -0.906 -3.784 -0.331
C -0.218 -4.401 -1.369
C 0.132 -5.739 -1.278
C -1.198 -2.328 -0.415
O -1.296 -1.661 0.660
O -1.252 -1.753 -1.541
H -1.234 -6.438 1.749
H -1.799 -4.019 1.599
H 0.025 -3.822 -2.251
H 0.673 -6.229 -2.075
*
```

## Properties
* gap between HOMO and LUMO: 8.03 eV

***

Ordered energy results: -12330.23781 -363.04021 -12345.65870 -1580.48175 -5322.36100; unit a.u..
Ordered energy above the lowest of the compared OMol25 structures with the same formula, charge and spin results: 75.1 119.0 0.0 95.5 137.8; unit kJ/mol.